Record 1
The following is a DFT calculation (ωB97M-V/def2-TZVPD) of C29H32AsHfN6O7S2 as an isolated structure in a non-equilibrium geometry.

XYZ file:
```
78
Properties=species:S:1:pos:R:3:lowdin_charge:R:1
Hf -0.061 0.593 0.564 1.611
C -0.936 -0.019 -3.262 -0.006
C -1.289 1.296 -2.631 -0.289
C -2.378 2.055 -3.052 0.010
C -2.619 3.284 -2.477 -0.027
C -1.732 3.788 -1.532 -0.009
C -0.683 2.994 -1.158 -0.238
N -0.496 1.744 -1.650 0.056
C 0.464 3.423 -0.310 -0.198
C 0.858 4.719 -0.091 0.031
C 2.100 4.939 0.488 0.005
C 2.938 3.871 0.755 0.023
C 2.480 2.594 0.498 -0.177
N 1.245 2.389 0.042 0.019
C 3.304 1.368 0.599 -0.204
C 4.667 1.451 0.444 -0.001
C 5.396 0.275 0.456 -0.021
C 4.728 -0.901 0.690 -0.003
C 3.345 -0.912 0.870 -0.260
C 2.684 -2.206 1.231 -0.020
N 2.621 0.221 0.760 0.115
H -1.576 -0.238 -4.117 0.091
H -1.047 -0.819 -2.526 0.047
H 0.104 0.007 -3.591 0.094
H -3.027 1.667 -3.827 0.126
H -3.480 3.870 -2.777 0.126
H -1.873 4.771 -1.101 0.126
H 0.228 5.544 -0.393 0.127
H 2.434 5.952 0.682 0.128
H 3.929 4.028 1.161 0.125
H 5.144 2.409 0.283 0.119
H 6.466 0.285 0.291 0.123
H 5.263 -1.840 0.744 0.123
H 3.438 -2.959 1.455 0.090
H 2.059 -2.571 0.420 0.080
H 2.038 -2.078 2.095 0.063
O -0.108 -2.607 2.567 -0.249
As -1.083 -2.147 1.173 0.971
O -1.601 -3.606 0.664 -0.393
O 0.034 -1.279 0.120 -0.511
C -2.371 -1.122 2.240 -0.231
C -3.566 -1.801 2.331 -0.086
C -4.572 -1.319 3.163 -0.037
C -4.391 -0.165 3.905 -0.039
C -3.183 0.513 3.856 -0.040
C -2.174 0.034 3.037 -0.280
S -0.641 0.915 3.118 0.579
O -0.606 2.005 2.083 -0.368
O -0.389 1.322 4.447 -0.193
O 0.349 -0.039 2.495 -0.412
H -0.120 -3.576 2.525 0.065
H -3.685 -2.713 1.764 0.103
H -5.502 -1.867 3.240 0.120
H -5.188 0.210 4.534 0.121
H -3.009 1.391 4.467 0.130
S -4.403 2.428 0.662 0.682
C -3.092 1.551 0.433 -0.900
N -2.123 0.898 0.263 -0.052
C -5.238 -3.792 -0.915 -0.052
N -4.613 -2.522 -1.279 -0.137
C -5.227 -1.337 -0.693 -0.039
C -3.260 -2.470 -1.553 -0.503
O -2.542 -1.601 -1.045 -0.066
N -2.796 -3.365 -2.467 -0.115
C -1.371 -3.629 -2.613 -0.040
C -3.656 -4.113 -3.372 -0.050
H -5.535 -3.762 0.139 0.087
H -4.536 -4.614 -1.036 0.088
H -6.131 -3.991 -1.512 0.092
H -5.285 -1.398 0.399 0.068
H -6.241 -1.225 -1.085 0.096
H -4.645 -0.457 -0.953 0.069
H -0.820 -3.107 -1.854 0.055
H -1.032 -3.320 -3.608 0.091
H -1.181 -4.698 -2.497 0.098
H -4.650 -3.677 -3.402 0.087
H -3.732 -5.167 -3.090 0.094
H -3.227 -4.067 -4.375 0.091
```

Values from the calculation:
Highest occupied orbital energy ... -10.945 eV
Total charge ... +1
2S+1 ... 1
ΔE to the lowest compared entry with this formula, charge and spin ... 28.4 kcal per mole
LUMO energy ... -0.13290 Ha
Calculated total energy ... -137681.33515 eV


Record 2
The following is a DFT calculation (ωB97M-V/def2-TZVPD) of C29H32AsN3O3SZr as an isolated structure in a non-equilibrium geometry.

XYZ file:
```
70
Properties=species:S:1:pos:R:3:lowdin_charge:R:1
Zr -0.608 -1.661 -0.025 1.503
C -2.455 -3.442 3.036 -0.039
C -1.200 -3.394 2.225 -0.326
C -0.198 -2.438 2.478 -0.109
C 1.042 -2.516 1.836 -0.125
C 1.264 -3.509 0.875 -0.104
C 0.241 -4.389 0.539 -0.053
C -0.969 -4.345 1.230 -0.032
H -3.334 -3.503 2.395 0.092
H -2.549 -2.572 3.681 0.084
H -2.442 -4.337 3.662 0.110
H -0.343 -1.723 3.278 0.137
H 1.852 -1.864 2.134 0.124
H 2.241 -3.626 0.431 0.125
H 0.419 -5.168 -0.191 0.138
H -1.723 -5.098 1.037 0.148
S -2.633 -0.743 1.158 0.701
C -2.308 0.848 1.859 -0.639
C -3.058 1.290 2.945 -0.097
C -2.841 2.557 3.460 -0.048
C -1.883 3.391 2.897 -0.050
C -1.145 2.957 1.811 -0.085
C -1.354 1.684 1.287 -0.418
As -0.289 0.993 -0.190 1.300
C 1.450 1.099 0.719 -0.370
C 2.631 1.190 -0.020 -0.145
C 3.861 1.165 0.616 -0.058
C 3.927 1.055 2.000 -0.054
C 2.759 0.978 2.743 -0.060
C 1.524 0.991 2.105 -0.109
C -0.284 2.635 -1.273 -0.353
C 0.773 3.536 -1.261 -0.100
C 0.653 4.734 -1.952 -0.052
C -0.508 5.030 -2.649 -0.052
C -1.567 4.132 -2.649 -0.058
C -1.456 2.934 -1.963 -0.112
H -3.816 0.644 3.370 0.110
H -3.427 2.901 4.302 0.119
H -1.717 4.379 3.304 0.118
H -0.398 3.602 1.364 0.114
H 2.581 1.312 -1.097 0.099
H 4.772 1.249 0.036 0.115
H 4.887 1.055 2.500 0.117
H 2.811 0.933 3.824 0.118
H 0.616 0.954 2.695 0.103
H 1.673 3.328 -0.701 0.091
H 1.470 5.443 -1.935 0.117
H -0.594 5.965 -3.184 0.118
H -2.481 4.370 -3.175 0.116
H -2.292 2.247 -1.932 0.083
N -2.886 -0.338 -2.306 0.025
C -3.008 -1.758 -2.700 -0.119
C -1.976 -2.403 -1.801 -0.592
O -0.736 -2.266 -2.060 -0.094
O -2.255 -2.797 -0.635 -0.156
H -3.519 -0.152 -1.533 0.062
H -3.175 0.254 -3.078 0.091
H -2.719 -1.874 -3.741 0.136
H -3.997 -2.179 -2.534 0.136
C 4.045 -1.490 -3.206 -0.030
N 3.220 -1.631 -2.014 0.069
C 1.959 -1.238 -1.897 -0.554
N 1.396 -0.553 -2.903 0.241
O 1.356 -1.436 -0.786 -0.245
H 4.973 -2.029 -3.052 0.103
H 4.286 -0.444 -3.408 0.100
H 3.547 -1.924 -4.075 0.100
H 3.643 -2.010 -1.183 0.156
H 1.877 -0.484 -3.786 0.120
H 0.392 -0.506 -2.937 0.098
```

Values from the calculation:
Highest occupied orbital energy ... -13.324 eV
Total charge ... +2
2S+1 ... 1
ΔE to the lowest compared entry with this formula, charge and spin ... 43.2 kcal per mole
LUMO energy ... -0.23570 Ha
Calculated total energy ... -114149.77232 eV


Record 3
The following is a DFT calculation (ωB97M-V/def2-TZVPD) of C29H32BaO4P2 as an isolated structure.

XYZ file:
```
68
Properties=species:S:1:pos:R:3:lowdin_charge:R:1
Ba 0.994 -1.789 -1.237 2.060
C 0.159 -5.511 -1.938 -0.054
O 0.624 -4.271 -2.495 -0.366
C 1.674 -4.441 -3.459 -0.189
C 3.053 -4.361 -2.849 -0.190
O 3.308 -3.019 -2.409 -0.353
C 4.704 -2.814 -2.153 -0.064
H -0.162 -6.177 -2.738 0.105
H -0.691 -5.284 -1.300 0.098
H 0.938 -5.996 -1.348 0.100
H 1.554 -3.650 -4.201 0.138
H 1.568 -5.399 -3.970 0.142
H 3.783 -4.651 -3.609 0.144
H 3.154 -5.046 -2.000 0.140
H 5.282 -2.991 -3.060 0.105
H 5.053 -3.480 -1.361 0.104
H 4.838 -1.778 -1.846 0.090
O 0.315 -1.886 1.205 -0.576
P -0.014 -0.489 1.692 0.700
C -1.416 0.197 0.741 -0.305
P -1.346 0.905 -0.940 0.730
O -0.568 0.073 -1.942 -0.607
C -3.059 1.063 -1.409 -0.287
C -4.091 1.287 -0.496 -0.082
C -5.386 1.474 -0.952 -0.053
C -5.654 1.437 -2.313 -0.045
C -4.632 1.214 -3.225 -0.049
C -3.334 1.028 -2.778 -0.060
C -0.643 2.539 -0.807 -0.296
C -1.254 3.521 -0.025 -0.077
C -0.700 4.787 0.047 -0.051
C 0.453 5.081 -0.673 -0.053
C 1.052 4.113 -1.466 -0.058
C 0.505 2.839 -1.535 -0.069
C 1.395 0.600 1.475 -0.315
C 1.253 1.964 1.742 -0.081
C 2.325 2.825 1.586 -0.039
C 3.552 2.333 1.158 -0.033
C 3.711 0.978 0.908 -0.056
C 2.640 0.108 1.074 -0.128
C -0.565 -0.401 3.381 -0.289
C -1.826 -0.912 3.710 -0.070
C -2.245 -0.910 5.028 -0.050
C -1.410 -0.405 6.019 -0.041
C -0.155 0.089 5.699 -0.047
C 0.275 0.090 4.380 -0.059
H -1.853 0.977 1.372 0.076
H -2.161 -0.606 0.713 0.086
H -3.903 1.316 0.571 0.100
H -6.187 1.646 -0.246 0.117
H -6.667 1.583 -2.665 0.119
H -4.849 1.185 -4.284 0.118
H -2.533 0.853 -3.485 0.110
H -2.173 3.308 0.510 0.111
H -1.175 5.553 0.646 0.118
H 0.875 6.076 -0.628 0.119
H 1.936 4.357 -2.040 0.117
H 0.953 2.085 -2.169 0.103
H 0.303 2.352 2.088 0.120
H 2.204 3.878 1.802 0.122
H 4.393 3.003 1.040 0.123
H 4.680 0.594 0.616 0.116
H 2.830 -0.957 0.953 0.084
H -2.473 -1.323 2.945 0.110
H -3.218 -1.304 5.288 0.118
H -1.741 -0.404 7.049 0.120
H 0.490 0.471 6.479 0.119
H 1.257 0.471 4.133 0.110
```

Values from the calculation:
Highest occupied orbital energy ... -14.263 eV
Total charge ... +2
2S+1 ... 1
ΔE to the lowest compared entry with this formula, charge and spin ... 0.0 kcal per mole
LUMO energy ... -0.18597 Ha
Calculated total energy ... -58045.20798 eV